The following is a DFT calculation (ωB97M-V with the def2-TZVPD basis set) of C45H60BrClGe3NP2Sn as an isolated structure at a distorted geometry.

Atoms and positions in Å:
Sn 15.3176 12.0360 15.6483
C 8.8850 11.0574 21.6397
N 9.4716 11.0591 20.2334
P 11.1705 11.2869 19.9687
C 11.5553 12.7476 21.0140
C 11.5326 12.7236 22.4266
C 11.8265 13.9004 23.1689
C 12.0907 15.0906 22.4600
C 12.0953 15.0809 21.0442
C 11.8628 13.9080 20.3308
C 11.6439 9.8676 20.9885
C 12.6522 9.7998 21.9243
C 12.7993 8.6605 22.6907
C 12.0211 7.5572 22.5048
C 11.1486 7.5153 21.4550
C 10.8943 8.6519 20.7548
P 8.4643 11.0387 18.9365
C 7.8554 9.2580 18.8179
C 8.7457 8.6042 17.9521
C 8.4308 7.3403 17.5385
C 7.4332 6.5999 18.0967
C 6.5747 7.2568 18.9344
C 6.7681 8.5743 19.3378
C 7.0978 12.2098 19.3652
C 5.9760 11.8265 20.0758
C 4.8553 12.6356 20.3086
C 4.9065 13.9132 19.7193
C 6.0101 14.3095 18.9494
C 7.1235 13.4995 18.8197
H 8.8902 12.0802 22.0263
H 9.3592 10.4014 22.3603
H 7.7681 10.7400 21.5443
H 11.2816 11.8286 22.8995
H 11.8924 13.8818 24.2102
H 12.3294 15.9792 23.0431
H 12.4647 15.9227 20.4729
H 12.0178 13.8244 19.2276
H 13.2887 10.6860 22.1672
H 13.4028 8.7567 23.5491
H 12.0542 6.6986 23.1873
H 10.6061 6.6068 21.2261
H 10.1788 8.6535 19.9766
H 9.5568 9.1530 17.5108
H 9.1483 6.8784 16.8272
H 7.2699 5.5437 17.9277
H 5.7745 6.7414 19.3994
H 6.0879 8.9826 20.1120
H 5.9603 10.8391 20.5585
H 3.9749 12.4090 20.9093
H 4.0545 14.5647 19.7387
H 6.1366 15.2810 18.5270
H 7.9406 13.7994 18.1614
C 18.8351 14.2300 14.1601
C 18.9748 13.5729 15.5516
Ge 17.9182 11.9268 15.7039
C 18.6879 10.7513 17.1520
C 17.9878 9.4071 17.5951
C 18.2223 10.9871 14.0195
C 17.3235 10.6702 13.0976
Ge 15.3980 11.1412 13.1323
C 15.3155 12.7506 11.9994
C 13.8296 13.2696 11.7948
C 14.3244 9.9337 11.9954
C 13.4529 8.9474 12.8068
C 17.7611 9.8549 11.8904
C 18.1656 10.3812 10.6864
C 18.2684 9.5669 9.6057
C 17.8897 8.2287 9.6400
C 17.4973 7.6865 10.8871
C 17.4222 8.5030 12.0136
H 17.8314 14.4823 13.9308
H 19.1142 13.6166 13.2770
H 19.3727 15.1642 14.1392
H 18.6912 14.2941 16.2892
H 20.0165 13.2845 15.7441
H 18.7954 11.4458 18.0318
H 19.7122 10.5587 16.7980
H 17.2652 9.6223 18.3913
H 18.7299 8.7700 17.9369
H 17.4008 8.9547 16.7706
H 19.2364 10.7032 13.7211
H 15.8025 12.4497 11.0703
H 15.8783 13.5633 12.4588
H 13.2926 12.5572 11.2025
H 13.8701 14.2353 11.2892
H 13.2322 13.4291 12.7175
H 15.0857 9.3731 11.4997
H 13.7709 10.5052 11.2909
H 14.0813 8.5078 13.6124
H 13.0412 8.1002 12.3074
H 12.6030 9.4434 13.2982
H 18.2047 11.4762 10.5665
H 18.5862 9.9727 8.6784
H 17.8985 7.5939 8.7579
H 17.1714 6.7010 10.9934
H 17.1004 8.1686 12.9999
Cl 15.7600 13.2540 18.2360
Br 14.3373 10.0454 16.7266
C 13.7217 16.4006 14.3941
Ge 14.2489 15.4118 16.0266
C 13.2161 16.2037 17.5116
C 16.1519 15.9367 15.8201
C 13.8054 13.4944 15.6603
H 14.0557 15.7912 13.5408
H 14.0988 17.4110 14.5013
H 12.6929 16.5615 14.1637
H 13.1949 17.3103 17.5300
H 13.6101 15.8561 18.4507
H 12.1918 15.8038 17.3823
H 16.1368 16.4111 14.8590
H 16.7854 15.0109 15.9091
H 16.4680 16.7011 16.5138
H 13.1669 13.3298 14.8043
H 13.1739 13.1340 16.5271

Properties
HOMO-LUMO gap (eV): 6.482
HOMO level (eV): -4.3
Energy above the lowest of the compared OMol25 structures with the same formula, charge and spin (kcal per mole): 0.0
E_LUMO (Eh): 0.0794
Charge: -1